# 1
Computed, not measured: the molecule C8H15N3O4 at a distorted geometry, with wB97M-V/def2-TZVPD.

Cartesian coordinates (Å):
C -4.3501 0.2907 -0.8086
C -3.8406 -0.1243 0.5074
O -2.5605 -0.8653 0.4158
C -1.5216 -0.0177 0.3387
O -1.6174 1.1595 0.2960
N -0.2150 -0.6474 0.5016
N -0.2151 -1.9453 0.5343
N 0.9126 -2.4523 0.5349
C 2.0072 -1.4023 0.5255
C 3.0214 -1.9262 -0.5722
C 1.1863 -0.0318 0.3110
O 1.3967 0.8705 1.3204
C 2.7105 1.4925 1.2953
O 1.4057 0.3797 -1.0039
C 0.6925 1.5454 -1.4517
H -3.5676 0.5413 -1.5083
H -4.9204 -0.4565 -1.2452
H -5.0919 1.1653 -0.6266
H -4.4333 -0.7894 1.0949
H -3.5833 0.7588 1.0634
H 2.4658 -1.2610 1.5340
H 3.5224 -1.1275 -0.9939
H 2.4074 -2.4605 -1.3837
H 3.6631 -2.7279 -0.2084
H 3.1819 1.2910 2.3039
H 2.5987 2.4809 1.1649
H 3.2341 0.9121 0.5777
H 0.7548 2.2829 -0.5911
H -0.3417 1.2267 -1.5406
H 1.0973 1.8380 -2.3856

**Structure (SMILES)**: CCOC(=O)N1N=N[C@@H](C)C1(OC)OC
**E_tot**: -21196.308 eV


# 2
Computed, not measured: the molecule C2H7NO at a distorted geometry, with wB97M-V/def2-TZVPD.

Cartesian coordinates (Å):
C 1.5929 0.0642 -0.2738
C 0.0482 -0.0710 -0.4824
O -0.5159 0.1034 0.8011
N -1.9968 -0.0426 0.5616
H 1.8865 0.0922 0.7785
H 2.0814 -0.7927 -0.7482
H 1.9613 0.9667 -0.7696
H -0.1744 -1.0665 -0.8826
H -0.2907 0.7119 -1.1701
H -2.3551 0.8224 0.9690
H -2.2375 -0.7881 1.2166

**Structure (SMILES)**: CCON
**E_tot**: -5723.031 eV


# 3
Computed, not measured: a cluster of 2 separate species, CH4O2 in total at a distorted geometry, with wB97M-V/def2-TZVPD.

Cartesian coordinates (Å):
O 3.3252 0.4144 -0.0056
O 2.6185 -0.5677 0.0017
C -1.1864 0.0341 -0.0061
H -0.2701 -0.4643 -0.3214
H -0.9925 1.1040 0.1758
H -1.5421 -0.4205 0.9298
H -1.9528 -0.1000 -0.7743

**Structure (SMILES)**: O=O.C
**E_tot**: -5191.593 eV


# 4
Computed, not measured: a structure of composition C24H28HfN3O5P2S at a distorted geometry, with wB97M-V/def2-TZVPD.

Cartesian coordinates (Å):
Hf -0.4019 0.0554 0.0059
C -2.9088 1.4727 3.5085
C -1.9474 0.7792 2.6121
N -1.4806 1.2743 1.5276
N -1.8743 2.5412 1.1006
C -1.2126 2.8537 0.0188
O -0.2999 2.0748 -0.5204
C -1.5032 4.1332 -0.6562
C -2.4921 4.9865 -0.1689
C -2.7492 6.1801 -0.8195
C -2.0220 6.5255 -1.9527
C -1.0357 5.6796 -2.4373
C -0.7742 4.4822 -1.7886
C -1.4615 -0.6004 2.9243
C -2.0106 -1.3326 3.9567
C -1.5509 -2.6283 4.1652
C -0.5711 -3.1378 3.3348
C -0.0833 -2.3407 2.3102
N -0.5053 -1.0935 2.1138
H -3.1047 2.4770 3.1501
H -2.5187 1.5122 4.5275
H -3.8493 0.9177 3.5378
H -3.0553 4.7051 0.7097
H -3.5187 6.8426 -0.4466
H -2.2288 7.4588 -2.4603
H -0.4724 5.9508 -3.3202
H -0.0040 3.8161 -2.1521
H -2.7836 -0.9087 4.5796
H -1.9673 -3.2317 4.9606
H -0.1972 -4.1451 3.4481
H 0.6483 -2.7220 1.6092
C 3.0912 -0.4462 1.8335
P 1.8669 0.8554 1.4769
C 1.6164 1.6476 3.0805
C 2.7668 2.0356 0.4246
C 3.3858 3.1669 0.9394
C 4.0680 4.0382 0.0998
C 4.1453 3.7754 -1.2574
C 3.5250 2.6492 -1.7838
C 2.8234 1.7805 -0.9578
P 1.9194 0.3417 -1.6083
C 3.1610 -0.9348 -1.9542
C 1.3097 0.8053 -3.2466
H 4.0627 -0.0045 2.0573
H 3.1951 -1.1300 0.9944
H 2.7646 -1.0307 2.6962
H 2.5634 1.9050 3.5571
H 1.0844 0.9484 3.7276
H 1.0119 2.5489 2.9738
H 3.3377 3.3861 1.9985
H 4.5388 4.9224 0.5081
H 4.6808 4.4500 -1.9121
H 3.5833 2.4675 -2.8496
H 3.8030 -0.5790 -2.7624
H 2.6756 -1.8603 -2.2639
H 3.7822 -1.1349 -1.0849
H 2.1114 1.1778 -3.8844
H 0.5236 1.5523 -3.1532
H 0.8771 -0.0828 -3.7085
O -2.3679 -2.5828 -2.0506
S -1.6937 -1.6269 -1.2659
O -2.2966 -1.1993 0.0519
O -0.2621 -1.9717 -0.8226
O -1.4282 -0.2447 -1.8830

**Net charge**: +1
**E_tot**: -70770.300 eV